[1]
Molecular formula: C4H10NS
Method: DFT, ωB97M-V with the def2-TZVPD basis set

Properties
LUMO in eV: -4.1
Total charge: +1
HOMO-LUMO gap in eV: 9.34
E_HOMO in eV: -13.407

Element x y z (Å)
1 C 0.410 0.574 1.590
2 C 0.378 1.028 0.221
3 C -1.572 0.768 -0.935
4 C 0.621 -1.444 -0.017
5 N 1.133 -0.249 0.602
6 S 1.107 2.461 -0.516
7 H 1.016 1.139 2.233
8 H -0.632 0.133 1.984
9 H -1.648 -0.282 -1.227
10 H -1.347 1.382 -1.784
11 H -2.423 1.270 -0.338
12 H 0.933 -1.621 -0.963
13 H 0.969 -2.214 0.599
14 H -0.399 -1.569 0.240
15 H 2.127 -0.086 0.484
16 H 1.000 2.044 -1.899

Here are the natural (NBO) charges for atoms 1 to 8, given in e: -0.27 -0.07 -0.44 -0.41 -0.40 0.09 0.25 0.27

=====

[2]
Molecular formula: C4H10NS
Method: DFT, ωB97M-V with the def2-TZVPD basis set

Properties
LUMO (spin up / spin down) in eV: -4.5 / -4.3
Total charge: +1
HOMO-LUMO gap (spin up / spin down) in eV: 7.33 / 7.63
E_HOMO (spin up / spin down) in eV: -11.807 / -11.951

Element x y z (Å)
1 C 0.116 0.863 1.856
2 C -0.213 -0.352 -0.435
3 C 0.187 1.917 2.953
4 C 0.157 -1.513 -2.626
5 N -0.510 -0.453 -1.904
6 S 0.162 1.139 0.259
7 H 0.184 -0.144 2.219
8 H 0.253 -1.279 -0.206
9 H 1.347 2.113 3.120
10 H -0.189 1.638 3.975
11 H -0.264 2.903 2.656
12 H 1.293 -1.340 -2.495
13 H -0.167 -2.584 -2.609
14 H -0.039 -1.268 -3.654
15 H -1.480 -0.544 -1.961
16 H -0.175 0.538 -2.296

Here are the natural (NBO) charges for atoms 1 to 8, given in e: -0.35 -0.58 -0.68 -0.46 -0.50 0.72 0.24 0.22

=====

[3]
Molecular formula: C4H10NS
Method: DFT, ωB97M-V with the def2-TZVPD basis set

Properties
LUMO (spin up / spin down) in eV: -3.9 / -5.0
Total charge: +1
HOMO-LUMO gap (spin up / spin down) in eV: 8.61 / 7.59
E_HOMO (spin up / spin down) in eV: -12.548 / -12.561

Element x y z (Å)
1 C 1.197 -0.540 0.338
2 C 1.529 -1.469 -0.811
3 C -0.193 -0.398 -0.082
4 C -0.887 2.052 -1.135
5 N -1.239 -0.628 0.906
6 S -0.152 -1.703 -1.348
7 H 1.298 -0.939 1.289
8 H 1.811 0.343 0.430
9 H 2.149 -1.022 -1.481
10 H 1.953 -2.406 -0.467
11 H -1.609 1.370 -1.583
12 H 0.193 2.083 -1.611
13 H -1.252 2.729 -0.411
14 H -2.026 -1.106 0.395
15 H -1.465 0.318 1.350
16 H -0.987 -1.385 1.730

Here are the natural (NBO) charges for atoms 1 to 8, given in e: -0.52 -0.49 0.04 -0.46 -0.77 0.29 0.22 0.25

=====

[4]
Molecular formula: C4H10O
Method: DFT, ωB97M-V with the def2-TZVPD basis set

Properties
Multiplicity: 2
Expectation value of S²: 0.76
LUMO (spin up / spin down) in eV: 4.2 / 4.0
Total charge: -1
HOMO-LUMO gap (spin up / spin down) in eV: 5.65 / 5.56
E_HOMO (spin up / spin down) in eV: -1.494 / -1.584

Element x y z (Å)
1 C 0.504 -1.057 0.150
2 C -0.336 -0.172 -0.590
3 C 0.238 0.719 -1.664
4 C 0.235 -2.154 0.903
5 H 1.513 -0.673 0.306
6 H -1.403 -0.346 -0.521
7 H -0.488 0.846 -2.482
8 H 0.524 1.721 -1.354
9 H 1.063 0.231 -2.183
10 H 1.018 -2.685 1.410
11 H -0.156 -1.907 -1.764
12 H -0.793 -2.455 1.084
13 H -0.464 1.453 0.747
14 H -1.052 2.838 1.186
15 O -0.421 2.157 1.434

Here are the natural (NBO) charges for atoms 1 to 8, given in e: -0.17 -0.52 -0.63 -0.63 0.17 0.19 0.19 0.17

=====

[5]
Molecular formula: C4H10O
Method: DFT, ωB97M-V with the def2-TZVPD basis set

Properties
LUMO in eV: 1.2
Total charge: 0
HOMO-LUMO gap in eV: 10.42
E_HOMO in eV: -9.255

Element x y z (Å)
1 C 1.973 0.507 0.420
2 C 1.135 -0.406 -0.462
3 O 0.442 -1.319 0.062
4 C -1.582 -0.851 0.473
5 C -1.937 0.325 -0.145
6 H 2.368 1.363 -0.138
7 H 2.808 -0.071 0.834
8 H 1.374 0.870 1.261
9 H 0.205 0.612 -0.989
10 H 1.533 -0.576 -1.481
11 H -1.320 -0.863 1.523
12 H -1.789 -1.806 0.008
13 H -2.039 1.230 0.452
14 H -2.516 0.289 -1.065
15 H -0.657 0.696 -0.753

Here are the natural (NBO) charges for atoms 1 to 8, given in e: -0.68 0.22 -0.61 -0.18 -0.61 0.21 0.23 0.22

=====

[6]
Molecular formula: C4H10O
Method: DFT, ωB97M-V with the def2-TZVPD basis set

Properties
SMILES: C/C=C\C.O
LUMO in eV: 0.7
Total charge: 0
HOMO-LUMO gap in eV: 9.58
E_HOMO in eV: -8.892

Element x y z (Å)
1 C 0.536 -0.113 0.693
2 C -0.192 0.971 0.211
3 C 0.155 -1.543 0.523
4 C -1.621 0.831 -0.267
5 O 1.872 0.249 -1.214
6 H 2.821 0.042 -1.256
7 H 1.396 0.089 1.320
8 H 0.004 1.912 0.724
9 H 0.878 0.880 -0.955
10 H -0.177 -1.741 -0.497
11 H 0.994 -2.204 0.741
12 H -0.665 -1.788 1.208
13 H -2.350 0.713 0.541
14 H -1.902 1.722 -0.832
15 H -1.749 -0.021 -0.939

Here are the natural (NBO) charges for atoms 1 to 8, given in e: 0.12 -0.47 -0.68 -0.63 -1.15 0.51 0.21 0.22

=====

Computed ΔE to the lowest compared entry with this formula, charge and spin, in the same sequence as the records: 112.47 92.41 119.45 55.04 93.20 75.98 kcal/mol.